{
  "formula": "C38H39Cl2I2NO8PY",
  "method": "ωB97M-V with the def2-TZVPD basis set",
  "e_lumo_ev": -0.83,
  "e_tot_ev": -109496.0367,
  "total_charge": 0,
  "homo_lumo_gap_ev": 7.08,
  "largest_force_ev_per_a": 0.48,
  "homo_ev": -7.910,
  "de_lowest_kj_mol": 24.4,
  "symbols": ["Y", "C", "C", "C", "C", "C", "C", "C", "C", "C", "C", "C", "C", "H", "H", "H", "H", "H", "H", "H", "H", "H", "H", "H", "H", "H", "H", "H", "H", "H", "H", "Cl", "C", "C", "C", "C", "O", "C", "C", "O", "C", "H", "H", "H", "H", "I", "C", "C", "C", "I", "C", "C", "C", "C", "N", "C", "C", "O", "H", "H", "H", "H", "C", "O", "P", "O", "C", "O", "C", "H", "H", "H", "H", "H", "H", "H", "H", "H", "Cl", "C", "C", "C", "C", "C", "C", "C", "O", "O", "H", "H", "H", "H"],
  "positions_angstrom": [[0.07983, -0.62585, 0.09754], [2.82145, 4.32015, 2.19015], [1.49674, 4.07086, 1.50702], [1.31242, 4.40326, 0.16516], [2.40906, 5.06581, -0.63365], [0.09494, 4.12227, -0.46619], [-0.03816, 4.42829, -1.93764], [-0.94848, 3.53676, 0.25147], [-2.27862, 3.24141, -0.40020], [-0.76112, 3.19549, 1.60040], [-1.87950, 2.47942, 2.32534], [0.44767, 3.49331, 2.23432], [0.64906, 3.25034, 3.71213], [2.84838, 5.30297, 2.67128], [3.65277, 4.27356, 1.49081], [3.01619, 3.57840, 2.96278], [3.13478, 5.56948, -0.00084], [2.00100, 5.81532, -1.31050], [2.94746, 4.33786, -1.24921], [-0.89657, 3.93928, -2.38560], [0.84285, 4.08124, -2.47871], [-0.13033, 5.50246, -2.12271], [-2.48930, 3.91917, -1.22395], [-3.09887, 3.34610, 0.30813], [-2.30818, 2.21754, -0.78924], [-2.67612, 3.16718, 2.62391], [-1.53341, 1.95916, 3.21348], [-2.33612, 1.72795, 1.67753], [1.34253, 2.42464, 3.89781], [-0.27921, 3.03116, 4.23129], [1.07986, 4.13253, 4.18805], [4.53479, -2.94106, 5.97957], [3.69383, -2.59940, 4.49942], [3.99817, -3.34588, 3.34491], [3.35212, -3.10608, 2.16437], [2.35450, -2.09883, 2.05312], [1.74610, -1.90869, 0.94041], [2.06592, -1.34966, 3.23666], [1.08451, -0.31827, 3.25158], [0.41116, 0.09675, 2.29702], [2.74654, -1.62329, 4.44586], [4.75322, -4.11894, 3.40520], [3.58203, -3.68459, 1.27885], [0.90065, 0.14323, 4.23400], [2.50773, -1.04468, 5.33051], [-4.58700, 0.00552, -2.49377], [-4.28491, -1.20416, -0.82632], [-5.32959, -1.98953, -0.31068], [-5.14491, -2.79817, 0.77632], [-6.75836, -3.93064, 1.47652], [-3.87772, -2.86092, 1.41124], [-3.55752, -3.64795, 2.53619], [-2.29206, -3.61451, 3.05868], [-1.32619, -2.79768, 2.45756], [-1.58295, -2.05138, 1.40447], [-2.83488, -2.06827, 0.88160], [-3.02148, -1.21293, -0.25872], [-2.01160, -0.51594, -0.67904], [-6.29723, -1.94362, -0.79210], [-4.32088, -4.27245, 2.98136], [-2.02760, -4.20771, 3.92283], [-0.31581, -2.75966, 2.85117], [-1.56614, -2.40130, -3.36042], [-0.37870, -3.15737, -3.06589], [0.17347, -3.16391, -1.55812], [-0.70310, -4.36909, -0.92910], [-0.14623, -5.18339, 0.10394], [1.55739, -3.93599, -1.76304], [2.78531, -3.24778, -2.04224], [-1.66007, -2.37602, -4.44266], [-1.49358, -1.38315, -2.97635], [-2.44508, -2.88429, -2.93058], [-0.97184, -5.72089, 0.56417], [0.36034, -4.57753, 0.85863], [0.56842, -5.88830, -0.31801], [3.56597, -4.00423, -2.02042], [2.97240, -2.48067, -1.29466], [2.74449, -2.78686, -3.02819], [-0.07432, 1.73705, -7.95435], [0.24460, 1.39097, -6.28501], [-0.69070, 1.75016, -5.32620], [-0.42524, 1.47895, -3.99479], [0.75726, 0.84292, -3.63232], [1.67554, 0.47424, -4.60734], [1.42876, 0.75610, -5.94039], [0.99479, 0.49820, -2.20098], [1.78647, -0.41864, -1.87705], [0.28702, 1.09332, -1.32046], [-1.61044, 2.23363, -5.62527], [-1.13781, 1.73977, -3.22286], [2.58091, -0.03753, -4.30847], [2.13657, 0.48354, -6.71052]]
}



{
  "formula": "C3H6BrN2S",
  "method": "ωB97M-V with the def2-TZVPD basis set",
  "e_lumo_ev": -5.43,
  "e_tot_ev": -87057.2654,
  "total_charge": 1,
  "homo_lumo_gap_ev": 8.87,
  "largest_force_ev_per_a": 4.94,
  "homo_ev": -14.297,
  "de_lowest_kj_mol": 213.7,
  "symbols": ["C", "C", "C", "N", "N", "S", "Br", "H", "H", "H", "H", "H", "H"],
  "positions_angstrom": [[0.91955, -1.02411, -1.06483], [1.29655, -1.68135, 0.25601], [0.09825, 0.55431, 0.21530], [0.35286, 0.13380, -1.00368], [-0.27778, 1.75388, 0.43138], [0.69366, -0.49507, 1.47328], [-2.89794, 0.21339, 0.30424], [0.94185, -1.58257, -1.89580], [0.70078, -2.53588, 0.58999], [2.36883, -1.56787, 0.24428], [-3.29227, 1.61950, -0.72323], [-0.23074, 2.57979, -0.14938], [-0.67359, 2.03217, 1.32243]]
}



Repeat the second record exactly.
{
  "formula": "C3H6BrN2S",
  "method": "ωB97M-V with the def2-TZVPD basis set",
  "e_lumo_ev": -5.43,
  "e_tot_ev": -87057.2654,
  "total_charge": 1,
  "homo_lumo_gap_ev": 8.87,
  "largest_force_ev_per_a": 4.94,
  "homo_ev": -14.297,
  "de_lowest_kj_mol": 213.7,
  "symbols": ["C", "C", "C", "N", "N", "S", "Br", "H", "H", "H", "H", "H", "H"],
  "positions_angstrom": [[0.91955, -1.02411, -1.06483], [1.29655, -1.68135, 0.25601], [0.09825, 0.55431, 0.21530], [0.35286, 0.13380, -1.00368], [-0.27778, 1.75388, 0.43138], [0.69366, -0.49507, 1.47328], [-2.89794, 0.21339, 0.30424], [0.94185, -1.58257, -1.89580], [0.70078, -2.53588, 0.58999], [2.36883, -1.56787, 0.24428], [-3.29227, 1.61950, -0.72323], [-0.23074, 2.57979, -0.14938], [-0.67359, 2.03217, 1.32243]]
}